(1)
Formula: H29O14
Source: the Open Molecules 2025 dataset
Level of theory: the ωB97M-V functional and the def2-TZVPD basis

Each line ends with the Löwdin spin population.
Element x y z (Å)
O: 0.264 1.388 3.712  0.07
H: -1.119 0.668 4.528  0.01
O: -0.795 1.234 -3.258  0.05
H: -1.682 1.590 -3.555  0.03
H: 3.416 -1.146 -3.404  0.01
O: 1.736 -1.029 -0.222  0.07
H: -2.026 -0.908 2.261  0.01
H: 2.717 -1.219 -0.010  0.02
O: -1.757 2.355 -0.920  0.03
H: -1.293 2.949 -0.335  0.01
H: -2.436 2.059 -0.274  0.01
O: 2.868 -3.475 1.348  0.03
H: 3.057 -4.330 1.124  0.00
H: 3.173 -2.698 1.550  0.02
O: 3.844 1.727 -0.454  0.03
H: 2.442 -1.334 -2.307  0.02
H: -2.104 0.432 2.582  0.01
O: 0.113 0.745 -1.109  0.05
H: 0.337 -0.326 -1.139  0.02
H: -0.092 0.872 -2.154  0.01
O: -3.823 -2.984 1.640  0.02
H: -4.729 -2.527 1.498  0.00
H: 4.302 2.377 -0.901  0.00
O: -0.322 3.189 1.435  0.04
H: 0.157 3.926 1.548  0.01
H: 0.625 2.282 3.565  0.02
O: -2.036 0.369 4.642  0.02
H: -1.281 -1.191 -5.191  0.01
H: 1.250 -0.550 0.524  0.05
O: -1.863 -0.137 1.826  0.04
H: 3.581 1.081 -0.982  0.01
H: -1.213 -2.038 -0.656  0.02
O: -1.430 -1.200 -1.048  0.05
H: 0.061 2.354 2.029  0.02
H: -1.830 -1.216 -1.857  0.02
O: -0.437 -1.033 -4.661  0.03
H: -0.066 1.893 -3.619  0.03
H: 0.338 -1.431 -4.963  0.01
O: 3.278 -1.256 -2.568  0.03
H: -1.977 -0.438 5.095  0.00
H: -3.361 -2.208 2.105  0.01
H: 1.003 0.839 3.421  0.05
H: -0.890 0.344 -0.847  0.01

Results
LUMO (alpha / beta): -0.0615 / -0.1057 eV
gap between HOMO and LUMO (alpha / beta): 0.09421 / 0.39822 Eh
⟨S²⟩: 0.751
2S+1: 2
relative energy (zero: lowest compared OMol25 entry of this formula, charge and spin): 401.27 kJ/mol

***

(2)
Formula: C42H36BrGeN5O2SSeTi
Source: the Open Molecules 2025 dataset
Level of theory: the ωB97M-V functional and the def2-TZVPD basis

Each line ends with the Mulliken charge.
Element x y z (Å)
Ti: 0.911 -1.867 -0.408  -0.16
C: 6.322 -0.911 -0.107  -0.79
N: 5.397 -1.186 0.958  0.22
C: 5.656 -1.090 2.297  -0.86
C: 4.523 -1.388 2.963  -0.39
N: 3.531 -1.676 2.024  0.47
C: 4.117 -1.576 0.773  0.32
S: 3.517 -1.952 -0.748  -0.42
C: 2.203 -1.932 2.379  0.88
C: 1.724 -1.488 3.619  -1.09
C: 0.458 -1.852 4.033  -0.74
C: -0.292 -2.707 3.227  -1.11
C: 0.217 -3.046 1.990  0.00
N: 1.415 -2.628 1.537  0.50
H: 7.343 -0.949 0.265  0.33
H: 6.134 0.077 -0.529  0.33
H: 6.191 -1.648 -0.897  0.34
H: 6.626 -0.829 2.672  0.47
H: 4.357 -1.467 4.016  0.60
H: 2.318 -0.835 4.236  0.52
H: 0.069 -1.497 4.975  0.48
H: -1.255 -3.077 3.546  0.44
H: -0.319 -3.729 1.327  0.67
Br: -5.383 -0.527 -2.373  -0.07
C: -3.649 -1.051 -1.818  -0.30
C: -3.440 -1.461 -0.510  -0.78
C: -2.157 -1.753 -0.072  -0.74
C: -1.051 -1.646 -0.919  1.10
C: -1.309 -1.281 -2.252  0.10
C: -2.586 -0.998 -2.708  -0.92
H: -4.273 -1.528 0.168  0.63
H: -2.038 -2.056 0.965  0.09
H: -0.489 -1.206 -2.965  0.42
H: -2.752 -0.732 -3.742  0.53
O: 1.115 -0.221 0.550  -0.38
C: 1.304 0.363 -0.567  1.35
O: 1.305 -0.403 -1.574  -0.44
C: 1.515 1.827 -0.682  -0.75
C: 0.449 2.433 -1.605  -1.44
Ge: -1.251 3.074 -0.703  1.63
C: -2.453 3.485 -2.238  -0.06
C: -2.708 2.436 -3.114  0.10
C: -3.455 2.639 -4.259  -0.71
C: -3.941 3.904 -4.546  -0.61
C: -3.729 4.945 -3.660  -0.70
C: -3.004 4.731 -2.498  -0.60
C: -2.198 1.755 0.449  0.28
C: -3.588 1.775 0.368  -0.46
C: -4.374 1.073 1.264  -0.93
C: -3.775 0.324 2.264  -0.86
C: -2.393 0.280 2.348  -0.92
C: -1.611 0.989 1.449  0.32
C: -0.764 4.611 0.461  0.14
C: -0.495 4.389 1.807  -0.16
C: -0.187 5.448 2.643  -0.71
C: -0.178 6.740 2.145  -0.50
C: -0.445 6.971 0.806  -0.79
C: -0.718 5.907 -0.035  -0.37
H: 2.507 1.974 -1.126  0.57
H: 1.497 2.288 0.308  0.26
H: 0.202 1.722 -2.395  0.50
H: 0.872 3.319 -2.083  0.57
H: -2.316 1.452 -2.885  0.11
H: -3.652 1.816 -4.930  0.42
H: -4.500 4.073 -5.453  0.41
H: -4.127 5.927 -3.867  0.42
H: -2.878 5.539 -1.791  0.54
H: -4.053 2.374 -0.401  0.47
H: -5.450 1.122 1.187  0.46
H: -4.384 -0.213 2.977  0.41
H: -1.908 -0.284 3.136  0.50
H: -0.531 0.947 1.553  0.39
H: -0.538 3.384 2.208  0.20
H: 0.030 5.264 3.685  0.42
H: 0.029 7.569 2.802  0.41
H: -0.449 7.978 0.416  0.42
H: -0.892 6.087 -1.087  0.49
Se: -0.469 -4.151 -2.328  0.54
N: 0.821 -3.772 -1.105  0.12
C: 1.497 -4.919 -0.853  1.05
C: 2.595 -5.105 0.004  -0.14
C: 3.159 -6.352 0.107  -0.93
C: 2.645 -7.468 -0.585  -0.61
C: 1.570 -7.341 -1.418  -0.78
C: 0.994 -6.063 -1.581  0.35
N: -0.026 -5.799 -2.387  -0.75
H: 3.001 -4.272 0.560  0.27
H: 4.027 -6.484 0.738  0.46
H: 3.118 -8.427 -0.445  0.43
H: 1.151 -8.173 -1.961  0.50

Results
LUMO: -7.1700 eV
gap between HOMO and LUMO: 0.20936 Eh
charge: +2
2S+1: 1
relative energy (zero: lowest compared OMol25 entry of this formula, charge and spin): 135.14 kJ/mol